Arrangement one

ORCA calculation (wB97M-V/def2-TZVPD) on one molecule with the formula C3H3ClO2.

Its structure (SMILES) is C[C@]12O[C@@]1(Cl)O2. The HOMO energy is -0.34091 Eh. The LUMO energy comes out at 0.70 eV.

Geometry (Å):
C1 -1.33 0.13 -0.11
C2 0.08 -0.26 0.05
O1 0.94 -0.34 1.32
C3 1.43 0.05 0.09
Cl1 2.79 0.92 -0.22
O2 0.95 -1.11 -0.66
H1 -1.66 0.44 0.81
H2 -1.77 -0.70 -0.42
H3 -1.42 0.86 -0.83

***

Arrangement two

ORCA calculation (wB97M-V/def2-TZVPD) on one molecule with the formula C3H3ClO2.

Its structure (SMILES) is CC(=O)C(=O)Cl. The HOMO energy is -0.37887 Eh. The LUMO energy comes out at -0.30 eV.

Geometry (Å):
C1 -0.49 -0.42 1.02
C2 0.38 -0.41 -0.19
O1 1.24 -1.25 -0.39
C3 0.15 0.74 -1.21
O2 -0.92 1.06 -1.63
Cl1 1.61 1.60 -1.50
H1 -1.36 0.02 0.85
H2 0.00 0.03 1.78
H3 -0.61 -1.37 1.27

***

Arrangement three

ORCA calculation (wB97M-V/def2-TZVPD) on a 2-piece molecular cluster, C3H3ClO2 overall.

Its structure (SMILES) is C=C=O.O=CCl. The HOMO energy is -0.35983 Eh. The LUMO energy comes out at 0.45 eV.

Geometry (Å):
C1 -0.50 0.87 0.46
C2 -1.05 1.59 -0.43
O1 -1.60 2.05 -1.32
H1 -1.18 0.51 1.31
H2 0.51 0.66 0.66
O2 1.42 -1.24 -1.34
C3 0.85 -1.41 -0.33
Cl1 1.77 -1.50 1.20
H3 -0.22 -1.53 -0.20

***

Relative energy table, unit kcal/mol: arrangement one 82.5; arrangement two 0.0; arrangement three 20.0

***

Arrangement one

ORCA calculation (wB97M-V/def2-TZVPD) on an isolated ion of composition C5H11O and charge +1.

Its charge is +1. The HOMO energy is -0.58338 Eh. The LUMO energy comes out at -2.75 eV.

Geometry (Å):
C1 0.11 -0.71 0.56
C2 0.16 0.85 0.50
C3 1.09 -1.50 -0.19
C4 1.32 1.46 -0.20
C5 -2.24 -0.10 -0.08
O1 -0.76 0.04 -0.35
H1 -0.48 -1.13 1.32
H2 -0.21 1.42 1.40
H3 0.89 -2.46 -0.58
H4 2.00 -1.64 0.28
H5 1.19 -1.07 -1.20
H6 1.56 0.81 -1.12
H7 2.13 1.76 0.37
H8 0.89 2.40 -0.45
H9 -2.67 0.80 -0.33
H10 -2.60 -0.67 -0.89
H11 -2.39 -0.27 0.95

***

Arrangement two

ORCA calculation (wB97M-V/def2-TZVPD) on an isolated ion of composition C5H11O and charge +1.

Its charge is +1. The HOMO energy is -0.59403 Eh. The LUMO energy comes out at -2.85 eV.

Geometry (Å):
C1 0.24 1.01 1.02
C2 -0.52 0.16 0.09
C3 -0.56 -1.28 0.20
C4 -1.65 0.92 -0.58
C5 2.03 -0.05 -0.41
O1 0.77 0.71 -0.25
H1 0.12 2.02 1.21
H2 0.84 0.52 1.79
H3 -0.37 -1.94 -0.77
H4 -1.62 -1.48 0.54
H5 0.14 -1.70 0.88
H6 -2.00 0.21 -1.44
H7 -1.12 1.89 -0.90
H8 -2.52 1.09 0.14
H9 2.31 -0.34 0.66
H10 1.76 -0.92 -1.06
H11 2.71 0.53 -0.83

***

Relative energy table, unit kcal/mol: arrangement one 5.8; arrangement two 0.0

***

Arrangement one

ORCA calculation (wB97M-V/def2-TZVPD) on a 2-piece molecular cluster, H4OS overall.

Its structure (SMILES) is O.S. The HOMO energy is -0.36099 Eh. The LUMO energy comes out at 0.75 eV.

Geometry (Å):
O1 -1.30 -1.73 2.61
H1 -1.17 -2.17 1.86
H2 -0.44 -1.63 3.13
S1 1.05 1.72 -3.10
H3 1.96 1.97 -2.10
H4 -0.11 1.84 -2.40

***

Arrangement two

ORCA calculation (wB97M-V/def2-TZVPD) on a 2-piece molecular cluster, H4OS overall.

Its structure (SMILES) is O.S. The HOMO energy is -0.31649 Eh. The LUMO energy comes out at 0.75 eV.

Geometry (Å):
O1 0.62 -0.13 0.96
H1 1.43 0.13 1.43
H2 0.42 -0.96 1.42
S1 -0.41 0.69 -1.24
H3 -0.51 -0.45 -1.89
H4 -1.56 0.71 -0.67

***

Relative energy table, unit kcal/mol: arrangement one 0.0; arrangement two 6.8

***

Arrangement one

ORCA calculation (wB97M-V/def2-TZVPD) on a 2-piece molecular cluster, H4OS overall.

Its structure (SMILES) is O.S. The HOMO energy is -0.37676 Eh. The LUMO energy comes out at 0.19 eV.

Geometry (Å):
O1 -2.04 0.45 0.21
H1 -1.16 0.31 -0.16
H2 -2.10 -0.10 1.00
S1 1.00 -0.29 -0.08
H3 2.35 0.15 -0.02
H4 1.98 0.33 -0.90

***

Arrangement two

ORCA calculation (wB97M-V/def2-TZVPD) on a 2-piece molecular cluster, H4OS overall.

Its structure (SMILES) is O.S. The HOMO energy is -0.36196 Eh. The LUMO energy comes out at 0.89 eV.

Geometry (Å):
O1 -0.74 1.95 3.54
H1 -0.50 2.22 2.62
H2 0.13 1.79 3.98
S1 0.47 -1.64 -2.87
H3 -0.20 -2.79 -3.11
H4 0.84 -1.53 -4.16

***

Relative energy table, unit kcal/mol: arrangement one 43.5; arrangement two 0.0

***

Arrangement one

ORCA calculation (wB97M-V/def2-TZVPD) on a 4-piece molecular cluster, C3H14NO3 overall.

Its charge is +1. The HOMO energy is -0.51576 Eh. The LUMO energy comes out at -3.06 eV.

Geometry (Å):
C1 -2.06 0.80 0.11
C2 -0.86 0.19 -0.52
C3 -0.31 0.52 -1.66
N1 -0.36 -1.04 0.22
H1 -2.38 0.29 1.03
H2 -1.91 1.84 0.39
H3 -2.93 0.66 -0.53
H4 0.62 0.15 -2.10
H5 -0.66 1.29 -2.34
H6 0.34 -0.82 0.97
H7 0.10 -1.64 -0.46
H8 -1.20 -1.37 0.67
H9 -0.50 -4.54 0.27
H10 0.05 -3.66 1.39
O1 -0.54 -3.66 0.64
H11 2.52 -1.22 2.47
H12 2.10 -0.05 1.61
O2 1.83 -0.94 1.86
H13 1.62 5.28 -1.46
H14 2.13 3.79 -1.54
O3 1.46 4.40 -1.19

***

Arrangement two

ORCA calculation (wB97M-V/def2-TZVPD) on a 3-piece molecular cluster, C3H14NO3 overall.

Its charge is +1. The HOMO energy is -0.52451 Eh. The LUMO energy comes out at -3.07 eV.

Geometry (Å):
C1 0.50 0.69 -1.21
O1 -0.53 -0.28 -0.92
C2 1.07 1.00 0.11
C3 1.40 2.46 0.38
N1 0.12 0.56 1.26
H1 1.47 0.21 -1.71
H2 0.20 1.46 -1.93
H3 -1.05 -0.71 -1.68
H4 2.02 0.48 0.39
H5 2.38 2.62 0.66
H6 0.61 2.99 1.08
H7 1.17 3.39 -0.33
H8 0.65 0.12 2.06
H9 -0.45 1.26 1.54
H10 -0.55 -0.19 0.98
H11 -0.19 -2.76 1.93
H12 -1.58 -2.45 1.33
O2 -0.67 -2.12 1.56
H13 -1.73 -3.32 -2.40
H14 -2.59 -2.83 -1.12
O3 -2.24 -2.56 -1.98

***

Relative energy table, unit kcal/mol: arrangement one 0.0; arrangement two 28.0

***

Arrangement one

ORCA calculation (wB97M-V/def2-TZVPD) on C3H4ClNS as an isolated structure.

The HOMO energy is -0.31590 Eh. The LUMO energy comes out at 0.83 eV.

Geometry (Å):
C1 -0.79 0.09 -0.99
C2 -0.34 0.43 0.41
C3 0.89 -0.48 0.66
N1 0.00 -0.50 -1.78
S1 1.47 -0.82 -1.04
Cl1 -2.25 0.81 -1.46
H1 -0.23 1.48 0.34
H2 -1.03 0.17 1.24
H3 1.60 0.13 1.34
H4 0.68 -1.33 1.28

***

Arrangement two

ORCA calculation (wB97M-V/def2-TZVPD) on a 2-piece molecular cluster, C3H4ClNS overall.

The HOMO energy is -0.30434 Eh. The LUMO energy comes out at -0.28 eV.

Geometry (Å):
C1 1.84 -0.03 -0.77
C2 -0.08 -0.21 0.11
C3 -0.90 0.95 0.51
N1 -0.22 -1.41 -0.02
S1 2.43 -1.51 -1.03
Cl1 -2.59 0.23 0.74
H1 2.17 0.98 -1.16
H2 -0.88 1.73 -0.29
H3 -0.74 1.29 1.48
H4 -1.03 -2.01 0.41

***

Arrangement three

ORCA calculation (wB97M-V/def2-TZVPD) on a 2-piece molecular cluster, C3H4ClNS overall.

The HOMO energy (spin up / spin down) is -0.31427 / -0.31424 Eh. The LUMO energy (spin up / spin down) comes out at -0.55 / -0.55 eV.

Geometry (Å):
C1 0.09 -0.19 -0.94
C2 0.92 -0.15 0.28
C3 -1.28 -1.61 0.07
N1 -0.94 -0.91 -1.01
S1 -0.05 -1.38 1.38
Cl1 -1.77 -3.20 -0.32
H1 0.38 0.43 -1.79
H2 1.87 -0.48 0.16
H3 0.99 0.91 0.58
H4 -2.72 -0.69 0.85

***

Relative energy table, unit kcal/mol: arrangement one 0.0; arrangement two 70.2; arrangement three 71.8